1.
Computed, not measured: a single C3H6O molecule, with wB97M-V/def2-TZVPD.

Element x y z (Å)
O1 0.9514 1.2693 -1.3826
C1 0.2888 0.3053 0.6892
C2 0.1058 1.1276 -0.5328
C3 -0.2239 -1.0210 -0.0110
H1 1.3232 0.3907 1.0545
H2 -0.9637 1.3785 -0.6883
H3 -0.3699 0.5746 1.5226
H4 -1.0931 -1.4168 0.5134
H5 -0.5805 -0.8407 -1.0429
H6 0.5621 -1.7675 -0.1221

Output
HOMO energy = -9.703 eV
SMILES string = CCC=O
energy above the lowest of the compared OMol25 structures with the same formula, charge and spin = 20.21 kcal/mol
Kohn-Sham gap = 10.8 eV
net charge = 0



2.
Computed, not measured: 4 unconnected molecules or ions with the total composition C25H54B3NO14, with wB97M-V/def2-TZVPD.

Element x y z (Å)
O1 1.2937 5.5419 1.5924
O2 1.5694 0.1829 2.3404
O3 -0.3052 0.5111 3.7433
O4 3.1521 3.0810 -5.8066
O5 2.9524 -5.0247 4.3830
O6 1.5133 7.5317 0.7883
O7 -0.5361 0.6342 1.3912
O8 2.1208 4.1513 -4.2418
O9 2.1105 5.7783 -0.5001
O10 -6.7809 -1.2422 1.4946
O11 -6.1129 -5.8966 -2.3294
O12 -6.5724 -5.2034 -0.3368
O13 1.6549 1.9624 -4.5328
O14 -7.6643 -4.2694 -2.0781
N1 4.5241 1.6186 -1.3457
C1 -3.5392 0.7193 1.5462
C2 3.9445 -5.6250 3.5805
C3 -5.5134 -4.6613 -4.3514
C4 3.3851 1.8846 -6.5739
C5 3.3170 0.8308 -1.0773
C6 1.6814 6.2373 0.5307
C7 2.8684 3.6642 1.6867
C8 1.6698 -0.8004 4.7249
C9 -4.4990 -0.4120 1.1742
C10 -2.6925 0.4180 2.7985
C11 2.2486 2.9689 -4.8329
C12 1.9216 8.4121 -0.2659
C13 2.3055 1.6616 -7.6083
C14 -5.7435 -0.4382 2.0546
C15 3.1305 -1.2259 4.4939
C16 3.6885 -0.5017 -0.4480
C17 1.1162 -0.7250 -0.0410
C18 2.4968 -1.4018 -0.0383
C19 3.4468 -2.6800 4.8379
C20 -7.2862 -4.3251 0.5483
C21 2.6213 -3.6903 4.0562
C22 1.4427 4.1133 1.4733
C23 1.1797 4.1875 -3.1593
C24 -6.2785 -5.8224 -3.7573
C25 -6.8625 -5.0467 -1.6235
B1 0.9764 -0.0002 3.5831
B2 -1.1442 0.5365 2.6350
B3 0.7255 0.0635 1.2423
H1 2.8981 2.5733 1.6672
H2 3.4286 -1.0238 3.4620
H3 1.0221 -1.6563 4.9421
H4 3.9455 -5.1988 2.5713
H5 -2.8981 -0.5926 3.1707
H6 -7.3410 -5.7591 -3.9891
H7 2.7605 -3.5292 2.9772
H8 1.5553 -3.5797 4.2658
H9 4.3175 -0.2902 0.4181
H10 -5.5829 -4.6938 -5.4392
H11 3.0023 8.3759 -0.3912
H12 3.7687 -0.5959 5.1164
H13 3.5176 4.0437 0.8991
H14 1.6078 9.4012 0.0513
H15 0.9761 -0.0810 -0.9128
H16 2.7281 0.6807 -1.9910
H17 1.3478 1.4633 -7.1300
H18 -5.9236 -3.7135 -4.0068
H19 -2.8894 0.9306 0.6969
H20 0.7754 3.7114 2.2328
H21 -5.5218 -0.8766 3.0294
H22 0.3316 -1.4855 -0.1484
H23 -6.0952 0.5850 2.2212
H24 4.3278 -1.0339 -1.1571
H25 -7.4052 -0.6665 1.0275
H26 -7.0290 -4.6578 1.5491
H27 -6.9748 -3.2936 0.4086
H28 2.4617 -2.2914 -0.6678
H29 4.3534 2.0561 -7.0398
H30 2.6922 -1.7608 0.9743
H31 -5.8955 -6.7755 -4.1167
H32 4.2932 2.5935 -1.4928
H33 1.2858 5.1675 -2.7104
H34 -4.1248 1.6257 1.7215
H35 4.9891 1.3012 -2.1877
H36 -2.9604 1.0748 3.6329
H37 -3.9811 -1.3710 1.2664
H38 -4.4614 -4.7155 -4.0700
H39 0.1701 4.0336 -3.5377
H40 4.5010 -2.8745 4.6191
H41 3.2513 4.0029 2.6494
H42 4.9459 -5.5046 4.0073
H43 3.7189 -6.6883 3.5120
H44 3.3079 -2.8569 5.9080
H45 -4.8227 -0.3163 0.1352
H46 1.0753 3.8075 0.4926
H47 2.2072 2.5380 -8.2493
H48 2.5657 0.8049 -8.2308
H49 1.5861 -0.1838 5.6274
H50 -8.3579 -4.4150 0.3822
H51 3.4660 1.0372 -5.8938
H52 1.4151 3.4172 -2.4273
H53 2.7004 1.4200 -0.3936
H54 1.4410 8.1373 -1.2021

Output
HOMO energy = -9.207 eV
SMILES string = COCCCCB1OB(CCCCN)OB(CCCCO)O1.CCOC(=O)OC.CCOC(=O)OC.CCOC(=O)OC
Kohn-Sham gap = 9.6 eV
net charge = 0



3.
Computed, not measured: 2 unconnected molecules or ions with the total composition C13H19N, with wB97M-V/def2-TZVPD.

Element x y z (Å)
N1 -2.2453 0.4610 1.0260
C1 -1.3560 -0.6238 0.7807
C2 -0.1658 1.1469 1.7941
C3 0.6948 -2.3179 0.4681
C4 0.6458 -0.0129 -1.8483
C5 -1.6456 -1.8437 0.2295
C6 -0.7796 -0.5947 -3.9366
C7 1.1432 1.8451 2.0227
C8 0.9444 -1.0847 1.0941
C9 0.1995 0.3622 -3.2886
C10 -1.4935 1.4474 1.7032
C11 -0.0970 -0.2254 1.3317
C12 -0.5822 -2.7620 0.2465
C13 1.5899 2.1159 3.4780
H1 1.0488 2.9083 1.7428
H2 -0.1512 0.3374 -1.1747
H3 -0.6720 -3.7553 -0.1840
H4 -0.7241 -1.6717 -3.7302
H5 -1.8297 -0.2886 -3.9555
H6 1.4697 -3.0102 0.1810
H7 2.6659 2.2660 3.4121
H8 0.4286 -1.0586 -1.7761
H9 1.0620 2.8800 4.0257
H10 -3.1225 0.1987 1.4571
H11 1.9862 -0.9678 1.3580
H12 1.5562 0.5104 -1.5856
H13 1.6252 1.1824 4.0642
H14 1.9053 1.3853 1.3931
H15 -0.5489 -0.5862 -5.0138
H16 1.1227 0.2512 -3.8917
H17 -1.9411 2.3856 1.9838
H18 -0.1375 1.3889 -3.3163
H19 -2.5962 -2.2693 -0.0910

Output
HOMO energy = -7.987 eV
SMILES string = CCc1c[nH]c2ccccc12.CCC
energy above the lowest of the compared OMol25 structures with the same formula, charge and spin = 45.05 kcal/mol
Kohn-Sham gap = 8.9 eV
net charge = 0



4.
Computed, not measured: a single C4H5NO molecule, with wB97M-V/def2-TZVPD.

Element x y z (Å)
O1 -2.0306 0.5373 -0.6680
N1 -0.2855 0.7299 0.7877
C1 1.0650 -0.8590 -0.4582
C2 0.6717 0.5460 -0.2850
C3 -1.6062 0.6415 0.4662
C4 1.2814 -2.0165 -0.7115
H1 0.0137 0.7164 1.7521
H2 1.5440 1.1886 -0.1508
H3 0.1401 0.8676 -1.1874
H4 -2.2628 0.6959 1.3491
H5 1.4692 -3.0478 -0.8941

Output
HOMO energy = -10.074 eV
SMILES string = C#CCNC=O
energy above the lowest of the compared OMol25 structures with the same formula, charge and spin = 41.08 kcal/mol
Kohn-Sham gap = 10.9 eV
net charge = 0



5.
Computed, not measured: a molecular structure, C33H55GeN2O9PbS2, with wB97M-V/def2-TZVPD.

Element x y z (Å)
Pb1 -0.5652 0.4551 0.6745
Ge1 -2.8184 2.6735 1.2558
S1 2.8822 -0.6303 2.3863
S2 2.2209 1.0169 -1.3524
O1 -0.3526 -2.9838 3.6431
O2 -2.0126 2.5739 -0.4324
O3 3.4043 0.2081 1.3469
O4 -2.8810 0.7464 1.1815
O5 -1.0839 2.3876 2.0159
O6 2.0316 2.4568 -1.0222
O7 -0.9254 -1.6204 1.9310
O8 3.5338 -0.6958 3.6648
O9 -0.8301 -1.4037 -1.3218
N1 -2.2696 -3.1418 -1.5292
N2 1.2972 -0.1790 2.5672
C1 -3.8404 2.5221 -1.9973
C2 -0.3417 -1.9854 2.9724
C3 2.7229 -2.2763 1.7763
C4 -5.2934 0.6981 1.4539
C5 -0.2989 3.4977 2.5068
C6 -1.4877 3.0293 -2.6922
C7 3.8609 0.8008 -2.0233
C8 0.6276 -0.7401 3.6268
C9 4.5951 1.9208 -2.3768
C10 -2.5329 3.2048 -1.5962
C11 2.2132 -6.2669 0.3125
C12 3.0393 -3.3459 2.5964
C13 2.2355 -2.4811 0.4902
C14 -3.9738 -0.0320 1.6990
C15 4.3957 -0.4711 -2.1395
C16 -3.9934 -1.3481 0.9290
C17 -1.7115 -3.8597 -0.3922
C18 -1.8005 -1.9299 -1.8798
C19 -3.4417 -3.7341 -2.1516
C20 0.9066 2.9255 3.2343
C21 6.4313 0.4848 -3.0276
C22 5.8745 1.7537 -2.8810
C23 2.8811 -4.6368 2.1124
C24 -1.1400 4.3247 3.4748
C25 2.0876 -3.7716 0.0224
C26 7.8316 0.3241 -3.5534
C27 0.1596 4.3469 1.3258
C28 1.3343 0.7433 -2.8920
C29 2.4053 -4.8675 0.8276
C30 -2.7750 4.6953 -1.3571
C31 5.6757 -0.6216 -2.6519
C32 -3.7751 -0.2627 3.1921
C33 -2.5086 -1.2120 -3.0032
H1 -4.2332 2.9286 -2.9324
H2 -2.3562 -1.7273 -3.9532
H3 1.1510 -6.4923 0.1952
H4 -4.6010 -0.8423 3.6101
H5 -1.8468 5.1865 -1.0603
H6 -3.6744 1.4498 -2.1220
H7 -4.5963 2.6624 -1.2205
H8 -1.9603 4.8341 2.9664
H9 -1.7321 3.6318 -3.5696
H10 -3.1369 5.1721 -2.2701
H11 -3.4469 -3.5767 -3.2276
H12 -2.4928 -4.0518 0.3451
H13 -1.5614 3.6863 4.2541
H14 1.5201 3.7350 3.6335
H15 1.7105 -3.9339 -0.9813
H16 -3.5831 -1.1509 -2.8253
H17 2.6353 -7.0023 0.9957
H18 -0.9379 -3.2621 0.0744
H19 0.7725 5.1821 1.6721
H20 -0.5151 5.0832 3.9494
H21 7.9606 0.8573 -4.4963
H22 0.2723 0.8070 -2.6632
H23 0.5902 2.2923 4.0657
H24 -5.3607 1.6201 2.0322
H25 8.5599 0.7275 -2.8475
H26 0.7461 3.7514 0.6238
H27 2.6850 -6.3953 -0.6627
H28 -4.1174 -1.1420 -0.1386
H29 3.8299 -1.3388 -1.8207
H30 -2.0984 -0.2090 -3.0755
H31 4.1616 2.9029 -2.2337
H32 -2.8501 -0.8079 3.3710
H33 -6.1279 0.0566 1.7426
H34 1.5715 -0.2526 -3.2662
H35 -0.5055 3.3248 -2.3190
H36 -3.5186 4.8567 -0.5744
H37 -3.7280 0.6948 3.7160
H38 -4.3693 -3.3375 -1.7289
H39 -3.0670 -1.8967 1.0852
H40 3.4082 -3.1612 3.5960
H41 1.5261 2.3370 2.5568
H42 -1.2982 -4.8153 -0.7225
H43 -3.4197 -4.8070 -1.9715
H44 6.4574 2.6250 -3.1571
H45 8.0731 -0.7247 -3.7207
H46 -4.8291 -1.9697 1.2590
H47 -0.1797 -0.0970 3.9937
H48 3.1288 -5.4778 2.7484
H49 -1.4401 1.9839 -3.0069
H50 -0.7022 4.7531 0.7933
H51 1.2214 -1.1760 4.4264
H52 1.6284 1.5168 -3.6012
H53 1.9790 -1.6339 -0.1341
H54 -5.3978 0.9441 0.3948
H55 6.1008 -1.6141 -2.7444

Output
HOMO energy (spin up / spin down) = -7.865 / -7.873 eV
energy above the lowest of the compared OMol25 structures with the same formula, charge and spin = 0.00 kcal/mol
spin multiplicity = 2
⟨S²⟩ = 0.76
Kohn-Sham gap (spin up / spin down) = 8.2 / 6.1 eV
net charge = 0



6.
Computed, not measured: a single C21H27ClN2O5 molecule, with wB97M-V/def2-TZVPD.

Element x y z (Å)
Cl1 4.7987 2.9129 2.7774
O1 -0.3572 0.2987 0.2930
O2 1.5927 -1.0310 -3.1666
O3 -4.2924 0.7264 1.6041
O4 -5.2846 -2.2541 -2.0340
O5 5.8885 1.3529 0.5150
N1 -4.5577 -0.5103 -0.7588
N2 -0.2159 0.9622 2.4428
C1 3.8223 0.3495 -0.1424
C2 1.5491 -2.3901 -3.6091
C3 2.4563 0.2194 0.0613
C4 -5.5794 0.7486 1.0193
C5 1.8071 0.8785 1.0980
C6 -4.3780 -1.5795 -1.5930
C7 0.2639 -0.6338 -2.8708
C8 -2.4086 2.0641 2.1602
C9 0.2379 -2.9961 -3.0756
C10 -0.3313 -1.8705 -2.1962
C11 -3.9111 1.9048 2.2891
C12 -5.6915 -0.4854 0.1513
C13 -1.6463 0.8465 2.6737
C14 -2.9694 -1.7749 -1.9290
C15 3.8970 1.8509 1.7448
C16 6.7087 0.4827 1.2921
C17 4.5103 -0.3606 -1.2739
C18 4.5498 1.1716 0.7205
C19 -1.7794 -1.8353 -2.0716
C20 2.5344 1.7110 1.9390
C21 0.3244 0.6865 1.2311
H1 0.2902 0.2340 -2.2160
H2 0.0876 -1.9263 -1.1880
H3 -6.6230 -0.4617 -0.4132
H4 -2.0941 2.9586 2.7047
H5 3.7767 -0.6849 -2.0101
H6 1.8775 -0.4000 -0.6110
H7 2.4380 -2.8875 -3.2201
H8 2.0656 2.2932 2.7211
H9 -6.3641 0.7450 1.7843
H10 -4.2154 1.8339 3.3417
H11 7.7385 0.7182 1.0373
H12 0.3913 1.1718 3.2135
H13 1.5856 -2.4236 -4.7015
H14 6.5019 -0.5630 1.0507
H15 -5.6917 1.6529 0.4084
H16 -2.0060 -0.0481 2.1676
H17 -3.7048 -0.1550 -0.3470
H18 5.0505 -1.2396 -0.9143
H19 -0.2915 -0.3926 -3.7857
H20 -5.7028 -1.3842 0.7759
H21 5.2381 0.2918 -1.7543
H22 -2.1565 2.2095 1.1076
H23 0.3953 -3.9150 -2.5143
H24 -1.8061 0.7159 3.7453
H25 -4.4157 2.7748 1.8551
H26 -0.4536 -3.2120 -3.8892
H27 6.5501 0.6481 2.3597

Output
HOMO energy = -9.252 eV
SMILES string = COc1c(C)cc(C(=O)NCCCOCCNC(=O)C#C[C@H]2CCOC2)cc1Cl
energy above the lowest of the compared OMol25 structures with the same formula, charge and spin = 44.64 kcal/mol
Kohn-Sham gap = 9.8 eV
net charge = 0